1.
{"formula": "C32H15B5F9O47V", "method": "ωB97M-V with the def2-TZVPD basis set", "symbols": ["O", "V", "O", "C", "O", "B", "O", "C", "O", "O", "C", "O", "C", "O", "O", "O", "C", "O", "B", "O", "C", "O", "O", "C", "O", "C", "O", "O", "O", "C", "O", "B", "O", "C", "O", "O", "C", "O", "C", "O", "O", "O", "C", "O", "B", "O", "C", "O", "O", "C", "O", "C", "O", "O", "O", "C", "O", "B", "O", "C", "O", "O", "C", "O", "C", "O", "O", "C", "C", "O", "C", "O", "C", "F", "F", "F", "H", "H", "H", "H", "H", "C", "C", "O", "C", "O", "C", "F", "F", "F", "H", "H", "H", "H", "H", "C", "C", "O", "C", "O", "C", "F", "F", "F", "H", "H", "H", "H", "H"], "coordinates": [[-3.16, -22.84, 5.45], [-4.00, -24.14, 5.19], [0.37, -26.46, 6.20], [-0.15, -26.74, 5.08], [0.36, -27.48, 4.19], [-0.47, -27.43, 2.93], [-1.63, -26.62, 3.34], [-1.48, -26.16, 4.54], [-2.12, -25.39, 5.21], [-0.81, -28.80, 2.50], [-0.02, -29.14, 1.49], [0.22, -30.24, 0.90], [0.65, -27.80, 0.99], [0.22, -26.85, 1.75], [1.24, -27.79, -0.06], [-3.77, -20.33, 0.32], [-4.18, -19.74, 1.30], [-4.79, -18.58, 1.29], [-4.99, -18.08, 2.66], [-4.51, -19.18, 3.48], [-3.93, -20.09, 2.74], [-3.40, -21.17, 3.10], [-4.46, -16.77, 2.98], [-5.44, -15.93, 3.43], [-5.38, -14.83, 3.97], [-6.75, -16.73, 3.30], [-6.48, -17.95, 2.87], [-7.81, -16.35, 3.68], [-3.39, -24.09, 3.10], [-3.32, -23.99, 1.86], [-2.21, -24.10, 1.16], [-2.52, -24.37, -0.29], [-3.93, -24.09, -0.40], [-4.45, -23.85, 0.78], [-5.58, -23.62, 1.09], [-1.71, -23.43, -1.14], [-0.86, -24.13, -1.87], [0.05, -23.58, -2.54], [-1.21, -25.65, -1.76], [-2.20, -25.69, -0.82], [-0.56, -26.57, -2.23], [-10.69, -19.66, 6.95], [-9.93, -20.01, 6.10], [-9.38, -21.18, 5.95], [-8.52, -21.12, 4.73], [-8.44, -19.65, 4.34], [-9.32, -19.02, 5.02], [-9.53, -17.82, 4.94], [-8.98, -22.03, 3.69], [-7.98, -22.86, 3.30], [-8.14, -23.64, 2.38], [-6.78, -22.56, 4.23], [-7.16, -21.61, 5.08], [-5.76, -23.21, 4.33], [-2.39, -29.65, -0.37], [-3.33, -29.47, 0.45], [-3.69, -28.33, 0.93], [-4.87, -28.50, 1.83], [-4.86, -29.95, 2.12], [-4.15, -30.57, 1.22], [-3.99, -31.75, 1.03], [-4.48, -27.77, 3.04], [-5.34, -26.78, 3.27], [-5.25, -25.85, 4.09], [-6.49, -26.89, 2.20], [-6.15, -27.91, 1.37], [-7.56, -26.23, 2.19], [3.43, -25.19, -2.40], [2.60, -25.24, -3.73], [3.13, -26.14, -4.68], [3.10, -27.38, -4.60], [2.62, -27.95, -3.61], [3.60, -28.16, -5.91], [4.27, -27.29, -6.69], [4.35, -29.19, -5.55], [2.49, -28.74, -6.55], [3.07, -24.37, -1.78], [4.46, -25.03, -2.71], [3.47, -26.16, -1.91], [2.38, -24.23, -4.07], [1.58, -25.61, -3.73], [-2.35, -16.73, -0.47], [-1.18, -17.27, -1.25], [-0.38, -18.33, -0.60], [-0.64, -19.59, -0.79], [-1.53, -20.02, -1.58], [0.30, -20.57, 0.02], [0.80, -19.92, 1.07], [-0.30, -21.57, 0.53], [1.31, -21.05, -0.70], [-2.67, -15.80, -0.97], [-1.97, -16.41, 0.50], [-3.26, -17.32, -0.35], [-0.46, -16.50, -1.51], [-1.47, -17.55, -2.27], [1.32, -23.83, 1.65], [1.71, -23.84, 3.07], [1.46, -22.53, 3.62], [0.22, -22.16, 4.05], [-0.81, -22.87, 4.14], [0.23, -20.74, 4.69], [1.44, -20.35, 5.09], [-0.23, -19.94, 3.75], [-0.52, -20.78, 5.73], [0.25, -23.64, 1.56], [1.40, -24.81, 1.18], [1.90, -23.09, 1.09], [2.78, -24.06, 3.11], [1.24, -24.69, 3.56]], "multiplicity": 2, "energy_ev": -183214.3678, "de_lowest_kj_mol": 650.9, "total_charge": -3, "s_squared": 0.808, "gap_ev": [5.91, 6.26], "e_lumo_ev": [2.142, 2.491]}



2.
{"formula": "C32H20BaF5N5S3Sb", "method": "ωB97M-V with the def2-TZVPD basis set", "symbols": ["Ba", "C", "C", "C", "C", "C", "C", "N", "Sb", "C", "C", "C", "C", "C", "C", "N", "C", "C", "C", "C", "C", "C", "N", "H", "H", "H", "H", "H", "H", "H", "H", "H", "H", "H", "H", "H", "H", "H", "H", "H", "H", "S", "C", "C", "C", "C", "N", "C", "C", "C", "S", "C", "N", "H", "H", "F", "C", "C", "F", "C", "F", "C", "S", "C", "F", "C", "F"], "coordinates": [[-0.39, -0.36, 0.04], [2.38, -1.63, -2.52], [2.97, -1.10, -1.25], [4.04, -1.72, -0.61], [4.49, -1.22, 0.60], [3.86, -0.10, 1.13], [2.80, 0.48, 0.44], [2.38, -0.02, -0.72], [1.99, 2.35, 1.34], [0.99, 1.18, 2.91], [1.41, 1.55, 4.18], [0.96, 0.82, 5.27], [0.09, -0.23, 5.06], [-0.31, -0.53, 3.77], [-1.29, -1.63, 3.47], [0.15, 0.16, 2.72], [0.83, 2.91, -0.43], [1.08, 4.24, -0.77], [0.47, 4.77, -1.90], [-0.36, 3.96, -2.66], [-0.56, 2.64, -2.26], [-1.44, 1.70, -3.03], [0.03, 2.15, -1.17], [3.02, -2.39, -2.97], [1.41, -2.09, -2.31], [2.23, -0.82, -3.23], [4.50, -2.60, -1.05], [5.31, -1.70, 1.12], [4.19, 0.31, 2.08], [2.07, 2.40, 4.31], [1.28, 1.08, 6.27], [-0.29, -0.82, 5.89], [-1.59, -2.14, 4.38], [-2.19, -1.21, 3.01], [-0.85, -2.35, 2.77], [1.70, 4.86, -0.14], [0.63, 5.80, -2.18], [-0.85, 4.33, -3.55], [-1.82, 2.16, -3.94], [-0.90, 0.79, -3.30], [-2.30, 1.40, -2.42], [-1.69, -2.27, -1.90], [-1.15, -3.90, -1.58], [-1.70, -4.92, -2.36], [-1.36, -6.25, -2.22], [-1.98, -7.23, -3.07], [-2.48, -8.01, -3.76], [-0.42, -6.61, -1.25], [0.15, -5.62, -0.47], [-0.19, -4.27, -0.59], [0.63, -3.15, 0.48], [-0.03, -7.98, -1.06], [0.28, -9.07, -0.89], [-2.43, -4.63, -3.11], [0.87, -5.90, 0.28], [-4.60, 4.41, -1.61], [-3.62, 4.39, -0.69], [-3.21, 3.20, -0.13], [-3.78, 2.05, -0.50], [-2.19, 3.20, 0.80], [-1.83, 1.98, 1.28], [-1.52, 4.34, 1.23], [-0.23, 4.34, 2.39], [-1.97, 5.53, 0.63], [-1.39, 6.69, 0.93], [-2.99, 5.56, -0.31], [-3.36, 6.72, -0.87]], "energy_ev": -94287.6944, "de_lowest_kj_mol": 39.8, "total_charge": -1, "gap_ev": 6.60, "e_lumo_ev": 2.021}



What did the second record say?
{"formula": "C32H20BaF5N5S3Sb", "method": "ωB97M-V with the def2-TZVPD basis set", "symbols": ["Ba", "C", "C", "C", "C", "C", "C", "N", "Sb", "C", "C", "C", "C", "C", "C", "N", "C", "C", "C", "C", "C", "C", "N", "H", "H", "H", "H", "H", "H", "H", "H", "H", "H", "H", "H", "H", "H", "H", "H", "H", "H", "S", "C", "C", "C", "C", "N", "C", "C", "C", "S", "C", "N", "H", "H", "F", "C", "C", "F", "C", "F", "C", "S", "C", "F", "C", "F"], "coordinates": [[-0.39, -0.36, 0.04], [2.38, -1.63, -2.52], [2.97, -1.10, -1.25], [4.04, -1.72, -0.61], [4.49, -1.22, 0.60], [3.86, -0.10, 1.13], [2.80, 0.48, 0.44], [2.38, -0.02, -0.72], [1.99, 2.35, 1.34], [0.99, 1.18, 2.91], [1.41, 1.55, 4.18], [0.96, 0.82, 5.27], [0.09, -0.23, 5.06], [-0.31, -0.53, 3.77], [-1.29, -1.63, 3.47], [0.15, 0.16, 2.72], [0.83, 2.91, -0.43], [1.08, 4.24, -0.77], [0.47, 4.77, -1.90], [-0.36, 3.96, -2.66], [-0.56, 2.64, -2.26], [-1.44, 1.70, -3.03], [0.03, 2.15, -1.17], [3.02, -2.39, -2.97], [1.41, -2.09, -2.31], [2.23, -0.82, -3.23], [4.50, -2.60, -1.05], [5.31, -1.70, 1.12], [4.19, 0.31, 2.08], [2.07, 2.40, 4.31], [1.28, 1.08, 6.27], [-0.29, -0.82, 5.89], [-1.59, -2.14, 4.38], [-2.19, -1.21, 3.01], [-0.85, -2.35, 2.77], [1.70, 4.86, -0.14], [0.63, 5.80, -2.18], [-0.85, 4.33, -3.55], [-1.82, 2.16, -3.94], [-0.90, 0.79, -3.30], [-2.30, 1.40, -2.42], [-1.69, -2.27, -1.90], [-1.15, -3.90, -1.58], [-1.70, -4.92, -2.36], [-1.36, -6.25, -2.22], [-1.98, -7.23, -3.07], [-2.48, -8.01, -3.76], [-0.42, -6.61, -1.25], [0.15, -5.62, -0.47], [-0.19, -4.27, -0.59], [0.63, -3.15, 0.48], [-0.03, -7.98, -1.06], [0.28, -9.07, -0.89], [-2.43, -4.63, -3.11], [0.87, -5.90, 0.28], [-4.60, 4.41, -1.61], [-3.62, 4.39, -0.69], [-3.21, 3.20, -0.13], [-3.78, 2.05, -0.50], [-2.19, 3.20, 0.80], [-1.83, 1.98, 1.28], [-1.52, 4.34, 1.23], [-0.23, 4.34, 2.39], [-1.97, 5.53, 0.63], [-1.39, 6.69, 0.93], [-2.99, 5.56, -0.31], [-3.36, 6.72, -0.87]], "energy_ev": -94287.6944, "de_lowest_kj_mol": 39.8, "total_charge": -1, "gap_ev": 6.60, "e_lumo_ev": 2.021}